Run A
Molecular formula: C2H4BrNO
Method: DFT, ωB97M-V/def2-TZVPD

XYZ file:
```
9
Properties=species:S:1:pos:R:3:nbo_charge:R:1
Br -0.88 -2.08 0.41 -0.082
O 0.35 2.11 -0.51 -0.505
N 1.14 0.00 -1.02 -0.865
C -1.02 -0.18 1.10 -0.638
C 0.39 0.94 -0.59 0.840
H -0.88 -0.07 2.13 0.176
H 2.07 0.11 -1.56 0.427
H -2.10 0.20 0.81 0.201
H 0.93 -1.03 -0.77 0.447
```

Highest occupied orbital energy (alpha / beta) ... -8.3 / -8.3 eV
2S+1 ... 1
HOMO-LUMO gap (alpha / beta) ... 8.12 / 8.12 eV
LUMO (alpha / beta) ... -0.0052 / -0.0053 Eh


Run B
Molecular formula: C2H4BrNO
Method: DFT, ωB97M-V/def2-TZVPD

XYZ file:
```
9
Properties=species:S:1:pos:R:3:nbo_charge:R:1
Br -3.75 -3.88 0.38 -0.190
O 1.45 0.38 -0.72 -0.484
N -0.54 -0.90 -0.25 -0.416
C 1.44 1.65 -0.07 -0.246
C 0.34 -0.30 -0.59 0.544
H 0.54 1.82 0.64 0.200
H 2.27 1.47 0.54 0.202
H 1.52 2.47 -0.74 0.199
H -3.27 -2.72 0.80 0.190
```

Highest occupied orbital energy ... -10.7 eV
2S+1 ... 1
HOMO-LUMO gap ... 11.27 eV
LUMO ... 0.0221 Eh


Energy ordering: run B at the bottom, the next structure 1.055 eV above.


Run A
Molecular formula: C5H9BrN
Method: DFT, ωB97M-V/def2-TZVPD

XYZ file:
```
16
Properties=species:S:1:pos:R:3:nbo_charge:R:1
Br -3.69 -0.22 -0.05 0.190
N 0.49 -0.28 0.36 -0.330
C -0.74 -1.01 0.06 -0.246
C -1.86 0.24 0.05 -0.054
C 0.30 1.15 -0.10 -0.196
C 1.75 -0.71 -0.13 -0.426
C -1.22 1.38 0.13 -0.266
H 2.40 0.08 -0.25 0.237
H 1.65 -1.06 -1.14 0.232
H 0.69 1.06 -1.11 0.220
H 2.18 -1.51 0.37 0.244
H -1.50 2.36 0.21 0.253
H -0.67 -1.37 -0.94 0.233
H -1.17 -1.60 0.73 0.242
H 0.82 1.80 0.45 0.225
H 0.55 -0.30 1.38 0.442
```

Highest occupied orbital energy ... -13.7 eV
2S+1 ... 1
HOMO-LUMO gap ... 10.47 eV
LUMO ... -0.1200 Eh
Charge ... +1


Run B
Molecular formula: C5H9BrN
Method: DFT, ωB97M-V/def2-TZVPD

XYZ file:
```
16
Properties=species:S:1:pos:R:3:nbo_charge:R:1
Br 2.87 0.16 -0.04 0.218
N 0.28 0.96 0.10 -0.449
C 1.09 -0.14 -0.43 0.111
C -0.96 0.62 -0.56 -0.231
C -0.93 -0.61 0.34 -0.224
C 0.28 -1.36 -0.06 -0.517
C -0.29 0.40 1.38 -0.213
H 0.83 0.39 -3.11 0.037
H 0.61 0.12 2.02 0.234
H 0.76 -1.82 0.80 0.250
H -1.05 1.05 1.93 0.266
H -1.80 -1.32 0.61 0.280
H -0.67 0.42 -1.56 0.227
H 0.67 1.94 0.03 0.471
H 0.09 -2.13 -0.81 0.273
H -1.78 1.32 -0.63 0.267
```

Highest occupied orbital energy (alpha / beta) ... -14.6 / -13.4 eV
2S+1 ... 1
HOMO-LUMO gap (alpha / beta) ... 9.40 / 9.18 eV
LUMO (alpha / beta) ... -0.1912 / -0.1545 Eh
Charge ... +1


Energy ordering: run A at the bottom, the next structure 4.375 eV above.


Run A
Molecular formula: CH5N2
Method: DFT, ωB97M-V/def2-TZVPD

XYZ file:
```
8
Properties=species:S:1:pos:R:3:nbo_charge:R:1
N 1.54 -0.21 -0.04 -0.692
N -1.21 -0.40 0.08 -0.670
C -0.40 0.58 0.15 0.409
H 2.18 0.55 0.05 0.379
H -2.29 -0.26 0.11 0.474
H -0.80 -1.32 0.22 0.469
H -0.61 1.66 0.38 0.263
H 1.58 -0.60 -0.96 0.368
```

Highest occupied orbital energy ... -15.8 eV
2S+1 ... 1
HOMO-LUMO gap ... 10.03 eV
LUMO ... -0.2129 Eh
Charge ... +1


Run B
Molecular formula: CH5N2
Method: DFT, ωB97M-V/def2-TZVPD

XYZ file:
```
8
Properties=species:S:1:pos:R:3:nbo_charge:R:1
N -0.88 0.73 0.25 -0.714
N 1.11 -0.51 -0.07 -0.738
C -0.35 -0.42 -0.02 0.419
H 1.43 0.50 -0.05 0.413
H -0.98 -1.34 -0.08 0.260
H 1.72 -1.25 -0.33 0.454
H -0.41 1.60 0.63 0.458
H -1.83 0.81 -0.12 0.449
```

Highest occupied orbital energy ... -16.4 eV
2S+1 ... 1
HOMO-LUMO gap ... 11.42 eV
LUMO ... -0.1816 Eh
Charge ... +1


Energy ordering: run B at the bottom, the next structure 3.444 eV above.